No. 1
A molecular structure, C28H60F3O6Si2, computed with the ωB97M-V functional and the def2-TZVPD basis.

Atoms and positions in Å:
C1 -5.1009 -6.2529 5.6042
C2 -4.5517 -5.0545 4.8421
C3 -4.3936 -5.3277 3.3560
C4 -3.6517 -4.1888 2.6188
C5 -4.3788 -3.7545 1.3422
C6 -5.2983 -2.5531 1.6117
C7 -5.5293 -1.7012 0.3719
C8 -4.2280 -1.0535 -0.1584
C9 -4.0270 -1.4088 -1.6316
C10 -2.8296 -0.7417 -2.3278
C11 -2.4106 0.6041 -1.7519
C12 -1.3782 1.2811 -2.6671
C13 -0.3363 2.0704 -1.9074
C14 0.8530 2.5203 -2.7947
C15 0.8312 4.0093 -3.1473
C16 2.1754 4.7029 -2.9525
C17 2.6550 4.7268 -1.4955
C18 1.7006 5.4612 -0.5651
C19 2.0079 5.3537 0.9542
C20 3.0819 4.3314 1.3546
Si1 3.1793 4.0157 3.1892
C21 4.6751 2.8504 3.5008
O1 5.4182 2.6728 2.2823
C22 5.3214 1.3838 1.7452
O2 5.7677 0.3730 2.5981
C23 7.1684 0.1941 2.6052
C24 7.9179 1.2833 3.3499
O3 9.1985 0.7979 3.7275
O4 3.4130 5.4116 4.0932
Si2 2.6171 5.4376 5.5645
H1 -4.4671 -7.1234 5.4744
H2 -6.1203 -6.4698 5.2988
H3 -5.1142 -6.0314 6.6689
H4 -5.2222 -4.2180 5.0289
H5 -3.5752 -4.8186 5.2597
H6 -3.8304 -6.2496 3.2555
H7 -5.3830 -5.4610 2.9288
H8 -2.6361 -4.5197 2.4240
H9 -3.5823 -3.3653 3.3220
H10 -5.0192 -4.5604 1.0014
H11 -3.6909 -3.5117 0.5398
H12 -4.8692 -1.8960 2.3661
H13 -6.2395 -2.9029 2.0316
H14 -5.9921 -2.2941 -0.4131
H15 -6.2364 -0.9060 0.5978
H16 -4.3344 0.0208 -0.0431
H17 -3.3957 -1.3864 0.4551
H18 -4.9635 -1.2197 -2.1479
H19 -3.8610 -2.4832 -1.6689
H20 -1.9737 -1.4064 -2.2820
H21 -3.0940 -0.6245 -3.3678
H22 -3.2882 1.2398 -1.6537
H23 -1.9715 0.4637 -0.7656
H24 -0.9131 0.4893 -3.2519
H25 -1.9316 1.9075 -3.3647
H26 0.0328 1.4817 -1.0703
H27 -0.8149 2.9588 -1.4981
H28 1.7649 2.2294 -2.2792
H29 0.8017 1.9082 -3.6884
H30 0.5792 4.0976 -4.2011
H31 0.0429 4.5120 -2.5985
H32 2.9061 4.1046 -3.4963
H33 2.2078 5.6952 -3.3974
H34 3.6109 5.2446 -1.4857
H35 2.8285 3.6964 -1.2113
H36 0.6817 5.1423 -0.7512
H37 1.7697 6.5117 -0.8322
H38 2.3586 6.3249 1.2931
H39 1.0826 5.1895 1.4989
H40 4.0522 4.6799 1.0179
H41 2.8299 3.3767 0.9026
H42 1.9783 3.2656 3.6411
H43 4.3181 1.9108 3.9146
H44 5.3475 3.3089 4.2212
H45 4.2898 1.1600 1.4655
H46 5.9055 1.3933 0.8252
H47 7.3620 -0.7380 3.1289
H48 7.5901 0.0861 1.6038
H49 7.3341 1.6371 4.1961
H50 8.0118 2.1434 2.6841
H51 9.4988 1.3571 4.4595
H52 3.3092 6.4123 6.4271
H53 1.2215 5.8759 5.3741
H54 2.6130 4.0899 6.1719
C25 0.7656 -3.8256 -6.4779
C26 -0.0564 -5.0778 -6.1837
O5 -0.9181 -4.9878 -5.0778
C27 -2.2473 -4.3769 -5.2750
O6 -2.9049 -4.8313 -6.2912
C28 -2.1623 -2.8180 -5.2925
F1 -1.2421 -2.3282 -4.3999
F2 -3.3506 -2.2834 -4.9139
F3 -1.8659 -2.2596 -6.4789
H55 1.1163 -3.3668 -5.5525
H56 1.6309 -4.0827 -7.0977
H57 0.1900 -3.0841 -7.0255
H58 0.6489 -5.8749 -5.9194
H59 -0.5919 -5.4202 -7.0752
H60 -2.6897 -4.5565 -4.2611

Forces on atoms 1 to 6 (eV/Å):
0.08 0.35 0.23
-0.01 -0.57 0.21
0.20 0.60 0.30
-0.42 -0.73 0.06
-0.16 0.57 0.57
0.07 0.12 -0.24

Its total charge is -1. Its spin multiplicity is 1. The value obtained for the LUMO energy is 1.71 eV. The calculation puts the HOMO-LUMO gap at 5.401 eV.

Taken from the Löwdin analysis, the atomic charges in e are:
1 C -0.12
2 C -0.29
3 C -0.22
4 C -0.19
5 C -0.20
6 C -0.22
7 C -0.21
8 C -0.22
9 C -0.19
10 C -0.21
11 C -0.22
12 C -0.21
13 C -0.21
14 C -0.18
15 C -0.21
16 C -0.21
17 C -0.23
18 C -0.19
19 C -0.24
20 C -0.27
21 Si 0.52
22 C -0.24
23 O -0.18
24 C -0.27
25 O -0.09
26 C -0.19
27 C -0.25
28 O -0.06
29 O -0.45
30 Si 0.51
31 H 0.07
32 H 0.07
33 H 0.06
34 H 0.11
35 H 0.11
36 H 0.11
37 H 0.11
38 H 0.11
39 H 0.09
40 H 0.11
41 H 0.10
42 H 0.10
43 H 0.11
44 H 0.11
45 H 0.10
46 H 0.10
47 H 0.11
48 H 0.11
49 H 0.11
50 H 0.11
51 H 0.09
52 H 0.11
53 H 0.10
54 H 0.11
55 H 0.12
56 H 0.10
57 H 0.10
58 H 0.10
59 H 0.11
60 H 0.11
61 H 0.09
62 H 0.11
63 H 0.11
64 H 0.11
65 H 0.09
66 H 0.09
67 H 0.11
68 H 0.10
69 H 0.10
70 H 0.09
71 H 0.07
72 H 0.02
73 H 0.09
74 H 0.08
75 H 0.14
76 H 0.14
77 H 0.13
78 H 0.13
79 H 0.12
80 H 0.12
81 H 0.09
82 H -0.07
83 H -0.06
84 H -0.06
85 C -0.09
86 C -0.30
87 O -0.13
88 C -0.55
89 O -0.16
90 C -0.53
91 F 0.07
92 F 0.09
93 F 0.11
94 H 0.07
95 H 0.06
96 H 0.05
97 H 0.10
98 H 0.11
99 H 0.13



No. 2
A molecular structure, C29H44N4O3S2SbSe4SiY, computed with the ωB97M-V functional and the def2-TZVPD basis.

Atoms and positions in Å:
Y1 0.0752 -0.6483 -0.8672
N1 3.3824 -6.0726 3.2451
C1 2.2988 -5.3335 2.7725
C2 2.2728 -3.9538 2.9684
C3 1.2575 -3.1912 2.4285
C4 0.2441 -3.8104 1.7083
C5 0.2224 -5.1917 1.5625
C6 1.2408 -5.9522 2.1054
S1 -0.9419 -2.9099 0.8001
O1 -0.4478 -2.8942 -0.6040
O2 -2.2469 -3.4938 0.9447
N2 -0.8944 -1.3430 1.1806
C7 -1.1102 -0.9821 2.4743
N3 -1.4513 -1.9172 3.3713
C8 -1.6180 -1.5217 4.6196
C9 -1.4918 -0.1997 5.0121
C10 -1.1662 0.6927 3.9998
N4 -0.9739 0.3314 2.7459
H1 4.2253 -5.5095 3.2257
H2 3.5325 -6.9096 2.6996
H3 3.1050 -3.4512 3.4476
H4 1.3112 -2.1131 2.5212
H5 -0.5748 -5.6632 1.0035
H6 1.2603 -7.0228 1.9428
H7 -1.8560 -2.3011 5.3372
H8 -1.6350 0.1161 6.0348
H9 -1.0477 1.7520 4.2147
C11 1.5791 2.8084 2.0546
S2 1.8442 1.2326 1.2108
O3 0.6561 1.2807 0.2311
C12 3.2209 1.8661 0.2445
C13 3.0654 2.0837 -1.1103
C14 4.0966 2.6768 -1.8221
C15 5.2768 3.0218 -1.1826
C16 5.4384 2.7520 0.1678
C17 4.4086 2.1751 0.8946
H10 1.6384 3.6207 1.3360
H11 2.3442 2.9080 2.8219
H12 0.5871 2.7527 2.4980
H13 2.1519 1.7817 -1.6058
H14 3.9803 2.8447 -2.8853
H15 6.0880 3.4633 -1.7459
H16 6.3851 2.9421 0.6542
H17 4.5503 1.9067 1.9334
C18 -3.7282 0.9123 -1.5059
C19 -2.6871 1.5894 -2.4005
C20 -1.9581 2.6056 -1.5105
C21 -3.4470 2.3784 -3.4713
Si1 -1.4164 0.2303 -3.0992
C22 -2.4958 -1.2330 -3.8782
C23 -1.5578 -2.1511 -4.6745
C24 -3.6439 -0.8199 -4.8042
C25 -3.1131 -2.1141 -2.7816
C26 -0.3534 1.0602 -4.5406
C27 -1.0455 1.2127 -5.8968
C28 0.1276 2.4520 -4.1215
C29 0.9093 0.2081 -4.7484
H18 -4.2625 1.6760 -0.9245
H19 -3.2841 0.2164 -0.7866
H20 -4.4703 0.3630 -2.0857
H21 -2.6773 3.3644 -1.1715
H22 -1.1447 3.1219 -2.0144
H23 -1.5408 2.1434 -0.6110
H24 -4.1786 3.0466 -2.9940
H25 -3.9888 1.7345 -4.1626
H26 -2.7772 3.0071 -4.0611
H27 -1.2369 -1.7057 -5.6165
H28 -2.0768 -3.0883 -4.9119
H29 -0.6622 -2.4155 -4.1053
H30 -3.3383 -0.1294 -5.5901
H31 -4.4572 -0.3550 -4.2434
H32 -4.0617 -1.7127 -5.2899
H33 -2.3590 -2.5524 -2.1235
H34 -3.6418 -2.9508 -3.2574
H35 -3.8339 -1.5889 -2.1599
H36 -1.9728 1.7843 -5.8253
H37 -1.2780 0.2490 -6.3501
H38 -0.3835 1.7446 -6.5932
H39 -0.6824 3.1805 -4.0877
H40 0.8668 2.8141 -4.8480
H41 0.6125 2.4456 -3.1419
H42 0.6855 -0.7911 -5.1195
H43 1.4865 0.0872 -3.8249
H44 1.5702 0.6926 -5.4788
Se1 4.3774 -0.8118 2.7609
Sb1 4.7594 -1.8225 0.5191
Se2 2.2577 -1.3767 -0.3437
Se3 6.1221 -0.6246 -1.1014
Se4 4.8968 -4.2737 0.5250

Forces on atoms 1 to 6 (eV/Å):
-1.96 0.88 0.68
-0.02 -0.06 0.09
-0.05 -0.03 0.05
-0.08 0.12 -0.07
0.16 0.02 -0.05
0.00 -0.10 0.14

Its total charge is -2. Its spin multiplicity is 1. For the energy relative to the best compared isomer or geometry (same formula, charge and spin), the calculation gives 101.4 kJ/mol. The value obtained for the LUMO energy is 3.98 eV. The calculation puts the HOMO-LUMO gap at 5.792 eV.

Taken from the Löwdin analysis, the atomic charges in e are:
1 Y 0.80
2 N 0.08
3 C -0.37
4 C -0.07
5 C -0.10
6 C -0.31
7 C -0.06
8 C -0.04
9 S 0.60
10 O -0.48
11 O -0.30
12 N -0.18
13 C -0.47
14 N 0.13
15 C -0.13
16 C -0.08
17 C -0.15
18 N 0.13
19 H 0.05
20 H 0.08
21 H 0.06
22 H 0.08
23 H 0.11
24 H 0.10
25 H 0.11
26 H 0.08
27 H 0.10
28 C -0.22
29 S 0.82
30 O -0.71
31 C -0.44
32 C -0.10
33 C -0.09
34 C -0.12
35 C -0.11
36 C -0.15
37 H 0.06
38 H 0.05
39 H 0.03
40 H 0.07
41 H 0.10
42 H 0.10
43 H 0.10
44 H 0.04
45 C -0.12
46 C -0.65
47 C -0.12
48 C -0.11
49 Si 0.77
50 C -0.64
51 C -0.12
52 C -0.12
53 C -0.12
54 C -0.65
55 C -0.11
56 C -0.12
57 C -0.12
58 H 0.08
59 H 0.07
60 H 0.06
61 H 0.08
62 H 0.05
63 H 0.06
64 H 0.07
65 H 0.05
66 H 0.06
67 H 0.06
68 H 0.08
69 H 0.08
70 H 0.05
71 H 0.06
72 H 0.08
73 H 0.05
74 H 0.08
75 H 0.05
76 H 0.06
77 H 0.06
78 H 0.08
79 H 0.06
80 H 0.08
81 H 0.06
82 H 0.06
83 H 0.06
84 H 0.08
85 Se -0.18
86 Sb -0.22
87 Se 0.15
88 Se -0.23
89 Se -0.22